{"formula": "C33H40FN6O10PSbScSe4", "method": "the ωB97M-V functional and the def2-TZVPD basis", "symbols": ["Sc", "O", "C", "O", "C", "C", "C", "C", "C", "N", "C", "O", "O", "H", "H", "H", "H", "H", "C", "C", "N", "C", "C", "C", "O", "O", "C", "O", "C", "C", "C", "F", "C", "C", "C", "N", "C", "C", "N", "C", "C", "H", "H", "H", "H", "H", "H", "H", "H", "H", "H", "H", "H", "H", "H", "H", "H", "H", "H", "Se", "Sb", "Se", "Se", "Se", "O", "C", "N", "C", "O", "C", "C", "C", "C", "N", "C", "H", "H", "H", "H", "H", "H", "H", "H", "C", "P", "C", "C", "O", "H", "H", "H", "H", "H", "H", "H", "H", "H"], "xyz": [[1.15982, 2.66311, -0.01006], [4.30171, 0.68275, -2.52332], [3.57990, 1.34023, -1.62881], [2.37795, 1.51770, -1.71956], [4.29498, 1.74116, -0.38584], [5.63720, 2.08494, -0.33063], [6.09541, 2.68046, 0.83225], [5.21560, 2.85022, 1.89887], [3.91129, 2.42903, 1.75187], [3.45273, 1.90153, 0.61783], [2.80472, 2.61805, 2.73307], [3.09238, 2.99046, 3.97808], [1.65751, 2.39877, 2.41430], [3.82680, 0.72473, -3.36730], [6.25500, 1.98834, -1.20986], [7.10584, 3.05296, 0.89272], [5.55415, 3.37571, 2.78322], [4.03824, 3.16343, 4.06640], [-4.98879, -1.55957, 1.93255], [-4.09331, -1.04533, 3.05023], [-2.79075, -0.61014, 2.53116], [-2.66052, 0.67730, 2.14874], [-1.59414, 1.19443, 1.48329], [-1.66991, 2.63639, 1.00302], [-2.78215, 3.02742, 0.62754], [-0.59535, 3.29913, 1.00693], [-0.53618, 0.32413, 1.10608], [0.41616, 0.63951, 0.36790], [-0.65198, -1.06560, 1.54966], [0.37434, -1.95433, 1.20414], [0.23664, -3.26758, 1.52856], [1.18505, -4.16616, 1.17004], [-0.89936, -3.75278, 2.19087], [-1.90659, -2.88294, 2.53336], [-1.79441, -1.51596, 2.22245], [-1.05674, -5.15622, 2.44980], [-1.32149, -5.92477, 1.24258], [-1.81482, -7.30544, 1.62161], [-0.78062, -7.96070, 2.50241], [-0.47056, -7.12475, 3.71958], [-0.00441, -5.76330, 3.24764], [-5.96546, -1.83476, 2.33096], [-4.55238, -2.43635, 1.45127], [-5.11610, -0.79335, 1.16643], [-3.93599, -1.78922, 3.83004], [-4.53882, -0.17932, 3.53610], [-3.50691, 1.31734, 2.36493], [1.22690, -1.59562, 0.63934], [-2.77488, -3.28816, 3.03119], [-0.43030, -6.01138, 0.59981], [-2.09518, -5.42851, 0.65848], [-1.96182, -7.94446, 0.75317], [-2.73059, -7.25117, 2.20727], [0.08006, -8.08137, 1.96243], [-1.09159, -8.89143, 2.77941], [0.29157, -7.64814, 4.29347], [-1.39324, -7.05529, 4.29239], [0.93988, -5.87543, 2.69442], [0.20049, -5.13891, 4.11615], [5.02604, 3.76473, -2.94082], [4.37968, 5.71247, -1.59752], [2.35894, 4.76164, -0.15473], [6.02769, 6.27785, 0.07243], [3.24526, 7.44423, -2.81745], [-4.24507, 1.04035, -0.47565], [-3.87056, 1.29151, -1.80776], [-2.50170, 0.90347, -2.09412], [-2.22442, -0.21017, -2.81279], [-3.07420, -0.91786, -3.32854], [-0.77854, -0.61207, -2.88044], [0.03454, -0.35224, -3.97046], [1.31166, -0.88866, -3.98130], [1.72086, -1.66702, -2.90938], [0.95219, -1.92313, -1.85212], [-0.26512, -1.39296, -1.85466], [-3.80542, 1.73743, 0.05771], [-3.98296, 2.35348, -2.04052], [-4.51075, 0.69918, -2.45488], [-1.74989, 1.49753, -1.75558], [-0.32814, 0.24134, -4.80055], [1.97914, -0.71375, -4.81522], [2.71241, -2.10613, -2.89512], [-0.89400, -1.62008, -0.99980], [-0.63575, 5.61634, -1.62876], [-0.18100, 4.15219, -2.56992], [-1.56794, 3.89424, -3.69513], [1.22687, 4.42693, -3.62071], [-0.05223, 2.86985, -1.72048], [-1.69853, 5.81773, -1.76944], [-0.03412, 6.46366, -1.96193], [-0.43105, 5.44716, -0.57478], [-1.69770, 4.77493, -4.32546], [-2.48030, 3.72771, -3.12166], [-1.37134, 3.02631, -4.32487], [1.39635, 5.49373, -3.78486], [1.06898, 3.91839, -4.57351], [2.13319, 4.02891, -3.15985]], "forces_ev_per_angstrom": [[0.384, -0.455, -0.039], [-0.010, -0.066, -0.083], [0.070, 0.042, 0.195], [-0.171, 0.054, -0.065], [-0.247, -0.120, 0.011], [0.233, 0.025, 0.153], [-0.051, -0.097, -0.034], [0.026, 0.019, -0.036], [-0.065, 0.068, 0.188], [-0.003, 0.050, -0.229], [0.081, -0.078, -0.044], [0.006, 0.006, -0.011], [-0.117, 0.077, 0.019], [-0.008, -0.039, 0.012], [0.004, -0.059, 0.083], [0.022, 0.040, 0.006], [0.009, -0.001, -0.004], [-0.009, 0.017, 0.005], [0.014, -0.005, 0.014], [-0.021, -0.002, -0.058], [0.001, -0.027, 0.088], [-0.012, 0.010, -0.088], [-0.012, 0.045, 0.032], [-0.020, -0.071, -0.069], [-0.027, 0.100, 0.160], [0.090, -0.305, -0.169], [-0.078, -0.034, -0.030], [0.133, 0.062, 0.065], [0.040, 0.016, 0.014], [0.085, 0.031, 0.112], [-0.049, -0.007, -0.038], [0.014, 0.009, 0.024], [0.112, -0.005, -0.087], [0.005, 0.004, 0.072], [-0.026, -0.008, -0.020], [-0.125, 0.020, 0.018], [0.073, -0.036, -0.031], [0.005, 0.017, 0.002], [-0.003, -0.015, 0.009], [0.005, 0.002, -0.021], [0.003, -0.007, 0.009], [-0.004, 0.003, -0.009], [-0.010, -0.010, 0.008], [-0.008, 0.010, 0.007], [0.021, 0.006, 0.013], [-0.010, 0.001, -0.013], [0.001, -0.015, 0.015], [-0.065, -0.029, 0.055], [-0.012, 0.012, -0.011], [-0.013, 0.013, -0.002], [-0.011, -0.004, 0.004], [-0.006, 0.005, -0.002], [-0.001, -0.008, 0.003], [-0.001, -0.001, 0.000], [0.001, 0.001, 0.004], [0.001, 0.003, 0.003], [0.001, -0.005, 0.005], [0.008, 0.022, 0.002], [-0.020, -0.012, 0.017], [-0.192, 0.114, -0.249], [-0.005, -0.126, 0.126], [0.197, 0.797, 0.080], [0.007, -0.101, 0.057], [-0.049, 0.129, -0.062], [0.042, -0.077, -0.028], [-0.017, -0.008, -0.026], [-0.087, 0.065, 0.067], [-0.045, -0.045, 0.222], [0.009, -0.007, -0.059], [0.063, 0.004, -0.040], [-0.008, -0.002, -0.003], [0.006, 0.013, 0.002], [0.064, 0.022, -0.011], [-0.009, 0.009, -0.066], [-0.076, -0.023, -0.079], [-0.062, 0.120, -0.035], [-0.015, -0.004, 0.044], [-0.005, 0.032, -0.013], [0.144, -0.098, -0.152], [0.011, 0.012, 0.011], [0.000, -0.015, 0.002], [0.008, 0.021, -0.010], [-0.027, 0.018, -0.030], [0.022, 0.009, -0.009], [-0.156, -0.242, 0.096], [-0.009, -0.024, 0.016], [0.121, -0.046, -0.090], [-0.206, 0.173, -0.022], [0.001, 0.005, -0.012], [0.023, -0.004, 0.026], [-0.018, 0.010, 0.002], [0.009, 0.002, -0.009], [0.009, 0.018, -0.013], [-0.017, -0.002, -0.003], [0.027, -0.015, 0.014], [-0.012, -0.015, -0.002], [0.021, 0.013, 0.028]], "lowdin_charge": [0.661, 0.092, -0.533, 0.016, -0.233, -0.045, -0.042, 0.010, -0.228, 0.091, -0.449, 0.165, 0.057, 0.124, 0.077, 0.110, 0.121, 0.108, -0.050, -0.178, -0.017, 0.038, -0.009, -0.567, 0.038, -0.073, -0.276, -0.031, -0.039, 0.075, -0.190, 0.066, -0.174, 0.076, -0.109, -0.099, -0.142, -0.084, 0.059, -0.085, -0.149, 0.081, 0.071, 0.072, 0.111, 0.125, 0.158, 0.134, 0.117, 0.139, 0.150, 0.139, 0.140, 0.183, 0.182, 0.138, 0.140, 0.131, 0.150, 0.022, -0.260, 0.226, -0.223, -0.189, -0.062, -0.229, 0.131, -0.453, 0.069, -0.111, 0.007, -0.057, -0.145, 0.086, -0.094, 0.025, 0.119, 0.123, 0.105, 0.125, 0.109, 0.108, 0.114, -0.179, 0.633, -0.169, -0.206, -0.460, 0.057, 0.050, 0.010, 0.065, 0.037, 0.048, -0.007, 0.061, -0.032], "lumo_energy_ev": -2.22, "e_above_lowest_kcal_mol": 64.8, "homo_lumo_gap_ev": 3.00}